(1)
C36H76N5O9TlV as an isolated structure at a distorted geometry, computed with ωB97M-V with the def2-TZVPD basis set.

The geometry in ORCA input format:
```
! RIJCOSX wB97M-V def2-TZVPD def2/J DEFGRID3
* xyz 3 1
Tl 2.6682 -1.0703 -3.4640
O -3.1818 1.9464 -1.6760
V -2.2541 1.9608 -2.9377
O -3.1410 2.4546 -4.1581
N -0.1041 0.2768 -1.0518
O -0.8225 0.0397 -0.1024
O 0.9132 -0.4286 -1.2775
O -0.3644 1.1654 -1.9411
C -4.5029 4.7692 -1.7093
C -3.4143 5.6577 -1.0780
C -3.9472 5.9265 0.3389
C -2.8742 6.5272 1.2290
C -1.7688 5.5098 1.3723
C -1.1224 4.9975 0.0279
N -2.1746 4.9067 -0.9946
O -1.7630 4.2986 -2.1832
C -0.0962 6.0533 -0.5010
C -0.4024 3.7021 0.3573
C -3.2380 6.9933 -1.8274
H -4.6236 3.8826 -1.0908
H -4.2415 4.3534 -2.6863
H -5.4358 5.2873 -1.9233
H -4.7969 6.6095 0.2424
H -4.4702 5.0910 0.8088
H -3.2312 6.7509 2.2353
H -2.5201 7.4708 0.8121
H -2.0494 4.6555 1.9872
H -0.9314 6.0213 1.8556
H 0.2350 5.7687 -1.5049
H -0.6008 7.0102 -0.6222
H 0.7830 6.1837 0.1264
H -1.0486 2.8627 0.6357
H 0.2475 3.3813 -0.4569
H 0.1052 3.8345 1.3147
H -2.4821 7.6353 -1.3727
H -4.1662 7.5589 -1.7239
H -2.9997 7.0158 -2.8926
H -1.2094 4.9863 -2.5972
C -2.7624 -6.2842 2.0605
C -3.5011 -5.8615 0.7998
C -4.9690 -5.6768 1.2147
C -5.8379 -4.8931 0.2655
C -5.1959 -3.5077 0.0738
C -3.7282 -3.6325 -0.4018
N -2.8890 -4.6178 0.3287
O -1.5932 -4.7357 -0.0837
C -3.6271 -3.9459 -1.9218
C -3.0376 -2.2448 -0.1566
C -3.4936 -7.0304 -0.2412
H -3.3452 -7.0661 2.5463
H -2.5582 -5.4617 2.7466
H -1.7856 -6.7343 1.8614
H -5.5088 -6.6131 1.3624
H -4.9328 -5.1533 2.1761
H -6.8126 -4.7514 0.7310
H -5.9615 -5.4880 -0.6411
H -5.3035 -2.8512 0.9394
H -5.6730 -2.8674 -0.6731
H -2.6132 -3.7691 -2.2724
H -3.9920 -4.9598 -2.0733
H -4.3058 -3.2266 -2.3776
H -3.3719 -1.4944 -0.8707
H -3.1707 -1.9507 0.8812
H -1.9740 -2.3836 -0.3595
H -2.5711 -7.0809 -0.8208
H -4.4258 -6.9536 -0.7988
H -3.5948 -8.0221 0.2037
H -1.6058 -5.2841 -0.8935
C 2.5208 2.5428 -2.8445
C 4.0327 2.7140 -2.7652
C 4.4465 3.1279 -1.3591
C 5.9503 3.1394 -1.1228
C 6.4854 1.7362 -1.3964
C 6.2274 1.4085 -2.8866
N 4.7870 1.5094 -3.1595
O 4.5709 1.1389 -4.5199
C 7.1417 2.2427 -3.8081
C 6.6713 -0.0786 -3.0113
C 4.2755 3.9262 -3.7418
H 2.1405 2.0010 -1.9729
H 2.2399 2.0793 -3.7923
H 2.0332 3.5166 -2.7718
H 3.9924 4.1027 -1.1728
H 3.9001 2.4108 -0.7340
H 6.0584 3.5752 -0.1223
H 6.4918 3.9372 -1.6399
H 5.9746 1.0306 -0.7411
H 7.5352 1.8129 -1.1129
H 6.9825 1.9535 -4.8497
H 7.2080 3.3276 -3.7966
H 8.1535 1.8954 -3.5887
H 5.7829 -0.6711 -3.2543
H 7.4399 -0.2157 -3.7674
H 6.9668 -0.5671 -2.0826
H 5.2993 3.8490 -4.1062
H 4.2451 4.8670 -3.1978
H 3.6551 3.8917 -4.6352
H 5.0632 1.7288 -5.1119
C 1.5369 -5.8495 3.0847
C 0.9302 -4.5018 3.5865
C 1.3323 -4.3670 5.0806
C 1.0729 -2.9868 5.6605
C 1.7479 -1.9071 4.7856
C 1.3925 -2.0219 3.2782
N 1.3835 -3.3881 2.7650
O 1.0505 -3.4894 1.4465
C 0.0871 -1.2676 2.9086
C 2.5283 -1.3033 2.5169
C -0.5957 -4.5290 3.4922
H 2.6102 -5.7328 2.9451
H 1.3722 -6.5902 3.8609
H 1.0406 -6.0204 2.1311
H 0.8285 -5.1107 5.6957
H 2.3919 -4.6334 5.0414
H 0.0244 -2.6752 5.6148
H 1.3589 -2.9927 6.7101
H 2.8171 -2.0510 4.9497
H 1.4369 -0.9171 5.1118
H -0.6252 -1.3205 3.7346
H -0.4565 -1.7121 2.0740
H 0.2072 -0.2374 2.5839
H 2.2465 -1.1659 1.4726
H 3.5220 -1.6778 2.7541
H 2.6088 -0.2666 2.8619
H -1.0389 -4.2981 2.5199
H -0.9528 -5.5388 3.7211
H -1.1980 -3.9190 4.1703
H 0.2361 -2.9660 1.3310
*
```

max |F|: 3.1 eV/A
HOMO energy: -14.3 eV
orbital gap: 1.47 eV

Results of the Mulliken charge analysis, in e, for atoms 1 through 6: Tl 1.00; O -0.43; V 1.37; O -0.55; N 0.99; O -0.52

(2)
A 5-piece molecular cluster, C36H77N3O12PS overall at a distorted geometry, computed with ωB97M-V with the def2-TZVPD basis set.

The geometry in ORCA input format:
```
! RIJCOSX wB97M-V def2-TZVPD def2/J DEFGRID3
* xyz 1 1
C 0.4912 -7.3505 1.5107
O 1.5637 -6.3501 1.3678
C 0.9668 -5.0873 0.8270
C 1.8108 -4.6493 -0.5132
C 2.8034 -3.3342 -0.2400
C 1.8512 -1.9955 0.0082
C 0.9526 -1.5893 -1.3253
C 0.0849 -0.2197 -1.0644
C -1.0032 -0.4683 0.1660
C -2.4895 -0.0371 -0.4606
C -3.7287 -0.7935 0.3379
C -5.0793 -0.7018 -0.5911
C -5.4589 -2.2266 -1.0584
C -6.9171 -2.7705 -0.5562
C -8.0793 -3.3186 -1.5520
C -7.9361 -3.3905 -3.1864
C -9.4109 -3.7878 -0.8242
P -10.8333 -4.3884 -2.0176
N -11.7518 -2.9770 -2.6057
O -11.8842 -5.4078 -1.0603
N -9.7727 -3.8597 0.5824
N -8.7405 -3.4296 1.3343
C -9.0352 -3.5288 2.8493
C -9.4644 -2.0768 3.5137
O -9.3893 -0.9369 2.5892
C -8.6525 0.1775 3.2333
O -8.4104 1.3370 2.5643
C -7.4330 -2.9035 0.9643
S -6.2136 -2.3204 2.2969
H 0.2228 -7.7871 0.4460
H -0.4415 -6.8680 2.0389
H 0.8553 -8.2451 2.1953
H -0.1382 -5.3299 0.4637
H 0.9695 -4.2126 1.6267
H 1.1152 -4.4665 -1.4378
H 2.5457 -5.5422 -0.7961
H 3.4458 -3.5085 0.7445
H 3.4951 -3.1238 -1.1671
H 2.5319 -1.0613 0.2412
H 1.1221 -2.1547 0.9097
H 1.7224 -1.4547 -2.2044
H 0.2136 -2.4529 -1.6101
H 0.8504 0.6312 -0.7267
H -0.4317 0.1489 -2.0666
H -0.7782 0.2570 1.0647
H -0.9790 -1.6095 0.5017
H -2.5720 -0.3791 -1.5992
H -2.6923 1.1264 -0.3716
H -3.3684 -1.9019 0.5625
H -3.9468 -0.3022 1.4038
H -4.8205 0.0257 -1.4978
H -5.9315 -0.1845 0.0468
H -4.6612 -3.0448 -0.7720
H -5.4908 -2.2139 -2.2487
H -6.7754 -3.5389 -3.4181
H -8.2125 -2.3390 -3.6689
H -8.4818 -4.2931 -3.6928
H -12.7463 -3.3213 -2.7426
H -11.3874 -2.8183 -3.5928
H -12.6552 -4.8310 -0.7545
H -8.1635 -4.0783 3.4383
H -9.9858 -4.2297 3.0361
H -10.6022 -2.1388 3.8698
H -8.8417 -1.9401 4.5114
H -8.2722 0.1578 4.3527
H -5.7935 -3.4944 2.9664
C -4.0381 3.1890 4.0326
O -2.8523 3.6505 4.6704
C -1.8109 2.6690 4.6505
C -0.7601 2.9956 3.5848
O -1.2987 2.8513 2.2656
C -1.6057 4.1059 1.6699
H -4.7169 4.0378 3.9163
H -3.8303 2.7721 3.0441
H -4.5245 2.4351 4.6586
H -2.2215 1.6629 4.5033
H -1.3309 2.6956 5.6349
H 0.0618 2.2796 3.6707
H -0.3488 4.0018 3.7329
H -0.6806 4.6292 1.4100
H -2.2107 4.7302 2.3310
H -2.1720 3.9202 0.7526
C 0.8182 3.7634 -1.1439
O 2.0222 3.2422 -1.6961
C 2.2088 3.6404 -3.0581
C 3.2403 4.7674 -3.1709
O 2.7453 5.9817 -2.5951
C 3.3067 6.2369 -1.3134
H 0.8301 3.5835 -0.0658
H 0.7259 4.8385 -1.3160
H -0.0415 3.2430 -1.5761
H 1.2562 3.9313 -3.5169
H 2.5875 2.7644 -3.5959
H 3.4237 4.9712 -4.2295
H 4.1936 4.4758 -2.7128
H 4.3569 6.5251 -1.4193
H 3.2258 5.3683 -0.6563
H 2.7600 7.0685 -0.8594
C 8.2332 -0.0326 -1.8724
O 8.5498 -1.2119 -1.1410
C 7.6137 -1.4623 -0.0878
C 6.6299 -2.5721 -0.4713
O 5.7541 -2.1472 -1.5219
C 6.1245 -2.6903 -2.7832
H 8.8647 -0.0029 -2.7641
H 7.1868 -0.0196 -2.1868
H 8.4483 0.8493 -1.2618
H 7.0824 -0.5448 0.1926
H 8.1938 -1.7936 0.7804
H 5.9999 -2.7976 0.3936
H 7.1616 -3.4902 -0.7507
H 5.8977 -3.7604 -2.8072
H 7.1839 -2.5317 -2.9964
H 5.5354 -2.1905 -3.5577
C 10.5481 6.3790 0.9007
O 11.2084 5.9424 -0.2823
C 11.5343 4.5496 -0.2365
C 10.5597 3.7231 -1.0815
O 9.2494 3.7177 -0.5033
C 8.3577 4.5918 -1.1843
H 10.1644 7.3876 0.7262
H 9.7097 5.7282 1.1603
H 11.2610 6.4144 1.7297
H 11.5643 4.1864 0.7978
H 12.5395 4.4448 -0.6591
H 10.9023 2.6848 -1.0980
H 10.5306 4.0859 -2.1164
H 8.1037 4.1736 -2.1630
H 8.7848 5.5894 -1.3078
H 7.4419 4.6764 -0.5920
*
```

max |F|: 9.6 eV/A
HOMO energy: -10.1 eV
orbital gap: 5.47 eV
ΔE to the lowest compared entry with this formula, charge and spin: 270.4 kcal/mol

Results of the Mulliken charge analysis, in e, for atoms 1 through 6: C -0.54; O -0.35; C -0.27; C -0.55; C -0.11; C -0.37